A cluster of 8 separate species, C35H93N7O10 in total in a non-equilibrium geometry, computed with ωB97M-V/def2-TZVPD.

The geometry in XYZ format:
```
145
Properties=species:S:1:pos:R:3:forces:R:3
C 6.947392 3.359866 -31.646147 -0.499 -0.275 0.189
C 8.359063 3.245120 -32.146654 0.191 -0.043 -0.606
C 8.709302 4.040830 -33.397979 0.155 0.501 0.315
O 9.257074 3.664082 -31.155073 0.777 0.490 1.076
H 6.823951 2.668396 -30.812647 -0.187 -0.285 -0.108
H 6.246473 3.117289 -32.444867 -0.185 -0.044 0.120
H 6.689271 4.322494 -31.204748 0.293 0.306 -0.412
H 8.636405 2.196301 -32.252425 -0.585 -0.327 -0.871
H 9.794042 3.994143 -33.494169 -0.051 -0.305 -0.467
H 8.528290 5.103524 -33.236605 -0.261 0.106 0.275
H 8.177253 3.796528 -34.317392 0.117 -0.424 0.124
H 9.437784 2.871723 -30.644080 0.236 0.303 0.368
C 15.815779 13.461218 -24.094596 -0.514 -0.851 0.827
C 15.639731 13.088255 -25.562182 -0.666 1.133 0.074
C 16.094576 11.787798 -26.179766 1.197 0.988 0.684
O 16.051401 11.993475 -27.624933 0.288 -0.794 1.116
C 16.592401 10.961156 -28.456124 -0.502 0.022 -0.092
N 14.238530 13.258976 -25.847404 -1.122 0.177 -0.940
H 15.306164 12.815552 -23.379397 0.380 -1.229 -0.142
H 15.126699 14.273497 -23.863388 0.729 0.963 -0.644
H 16.835174 13.607830 -23.737597 -0.110 0.221 -0.167
H 16.169793 13.870634 -26.105351 0.047 0.100 -0.249
H 15.485362 11.007959 -25.722807 -0.180 -0.556 -0.787
H 17.084401 11.731993 -25.726735 0.761 -0.863 -0.860
H 15.988365 10.054518 -28.420788 0.127 -0.271 0.512
H 17.650369 10.755346 -28.293500 -0.001 -0.035 0.453
H 16.510396 11.241689 -29.506218 -0.086 0.649 0.135
H 13.674996 12.607523 -25.320010 0.004 -0.084 0.705
H 14.137316 12.864839 -26.771801 -0.354 0.428 -0.625
C 22.598835 4.762071 -19.254637 -0.160 0.048 0.304
C 22.550565 5.982404 -18.282743 2.388 -0.548 -3.622
C 21.399591 6.917836 -18.536012 -1.099 -1.058 -0.112
O 21.319354 7.310297 -19.897441 -0.459 0.520 0.127
C 20.094407 7.947157 -20.310308 0.783 0.429 -0.688
N 22.697276 5.599112 -16.934556 -0.574 0.202 2.440
H 22.589223 4.969741 -20.324633 -0.469 0.720 0.139
H 21.784678 4.068699 -19.043746 0.026 -0.165 0.076
H 23.558747 4.250806 -19.181901 -0.005 -0.208 0.632
H 23.468062 6.505149 -18.552998 0.150 0.650 -0.473
H 21.473340 7.741392 -17.825785 -0.283 0.373 -0.099
H 20.517908 6.302419 -18.357174 -0.498 0.234 0.598
H 19.175308 7.365097 -20.377794 0.260 -0.795 0.482
H 20.296263 8.265969 -21.332901 0.074 -0.061 -0.052
H 19.826183 8.867755 -19.791968 0.374 -0.009 0.593
H 22.896654 6.460350 -16.446071 -0.665 0.475 0.560
H 23.564399 5.143569 -16.688248 0.111 -0.829 -0.862
C 12.665906 2.606220 -23.235820 0.932 -0.316 -0.022
C 13.471744 3.475716 -24.183141 0.790 -1.008 -0.662
C 14.918057 3.954977 -23.705779 -2.333 -0.609 -0.420
O 15.840506 2.942818 -23.985142 -0.581 -0.757 0.196
C 17.107498 3.002147 -23.430953 1.107 0.581 0.161
N 13.642654 2.764379 -25.480853 -0.468 1.675 0.063
H 12.758955 3.044015 -22.241945 -0.310 -0.377 0.199
H 13.100284 1.608258 -23.294894 0.100 -0.150 0.605
H 11.624819 2.469203 -23.528147 0.018 0.458 -0.053
H 12.891031 4.394874 -24.260705 0.070 0.222 -0.668
H 14.718960 4.203191 -22.663257 0.959 0.148 0.367
H 15.099508 4.833867 -24.324430 0.442 0.341 0.244
H 17.705161 2.139158 -23.724500 -0.440 -0.277 -0.074
H 17.137451 3.067018 -22.343298 -0.319 -0.034 0.209
H 17.674741 3.850543 -23.813768 0.017 0.428 -0.044
H 13.771079 1.763823 -25.430999 0.017 0.059 0.584
H 14.508572 3.152241 -25.827071 0.003 -0.383 -0.681
C 10.899907 9.199629 -19.335854 0.074 -0.167 -0.234
C 10.998882 8.842323 -17.872167 -1.221 1.528 -0.585
C 10.999205 7.412158 -17.586311 0.591 -2.130 0.293
O 11.313185 7.164372 -16.222604 1.011 0.920 -0.166
C 11.506416 5.807640 -15.920513 -0.442 0.272 0.882
N 12.197757 9.449017 -17.387534 0.347 0.399 0.471
H 9.934614 8.861858 -19.712970 0.302 -0.389 -0.582
H 11.817701 8.850798 -19.809203 -0.375 -0.441 -0.557
H 10.912010 10.277024 -19.500752 -0.053 0.154 0.400
H 10.048949 9.227170 -17.501206 -0.062 0.451 1.003
H 11.779091 6.963329 -18.201483 0.124 -0.410 -0.238
H 10.047248 6.912450 -17.765615 -0.229 0.118 -0.534
H 12.297245 5.247824 -16.419798 -0.182 0.272 -1.052
H 10.501442 5.398343 -16.023544 0.260 -1.050 0.135
H 11.879992 5.762788 -14.897504 -0.596 0.105 0.294
H 11.994880 10.434902 -17.304027 0.482 0.176 0.237
H 12.447553 9.063639 -16.487995 -0.025 0.190 0.229
C 20.865320 0.521216 -30.598126 -0.198 1.289 -0.643
C 20.913075 1.450673 -29.366871 -0.787 -0.192 -1.941
C 20.594576 2.965274 -29.710924 0.910 -1.042 -0.388
O 21.417976 3.567357 -30.684674 2.158 -0.619 0.443
C 22.842967 3.403396 -30.418379 -0.279 0.781 -1.688
N 19.773451 0.933911 -28.620433 -0.113 0.505 1.681
H 19.869965 0.654750 -31.021829 -0.094 -0.100 -0.059
H 20.929923 -0.528565 -30.311979 0.400 0.131 -0.027
H 21.548069 0.839602 -31.385904 0.397 -0.426 0.025
H 21.898416 1.301241 -28.925415 -0.129 0.405 0.623
H 20.683864 3.567607 -28.806866 -0.437 -0.064 0.401
H 19.625823 3.040038 -30.204913 -0.370 -0.212 0.644
H 23.208873 2.376888 -30.440475 -0.433 -0.168 0.424
H 23.282104 3.980752 -29.604800 -0.665 -0.184 0.675
H 23.328404 3.854985 -31.283550 -0.130 0.042 -0.227
H 19.285872 1.705594 -28.188152 -0.365 0.317 0.014
H 20.088753 0.430811 -27.803377 0.136 -0.464 0.044
C 17.913939 1.344390 -15.438066 0.164 1.340 -0.284
O 17.640328 2.757861 -15.049001 0.947 -1.465 -0.352
C 18.842765 3.425770 -14.531091 -1.732 -0.779 1.068
C 18.403922 4.700949 -13.814198 0.717 -0.597 -0.937
N 19.536439 5.300501 -13.100594 -1.085 0.204 0.569
C 19.172191 6.679830 -12.694782 2.115 -0.648 0.554
C 20.340698 7.382855 -11.876972 -0.786 -0.578 -2.172
O 21.262482 7.768700 -12.919266 -0.034 -0.738 0.666
C 22.454952 8.422094 -12.465554 -1.659 0.111 -0.219
H 17.132126 0.880058 -16.039140 -0.583 0.828 0.078
H 18.046974 0.635253 -14.621050 0.284 0.504 0.515
H 18.777926 1.327510 -16.102380 0.323 -0.003 0.216
H 19.540489 3.706017 -15.320234 0.222 -0.517 -0.056
H 19.208927 2.787613 -13.726860 0.835 -0.276 -0.399
H 17.596861 4.462593 -13.121403 -0.019 0.142 -0.010
H 18.033870 5.284679 -14.657072 -0.400 0.830 0.236
H 20.410667 5.223907 -13.600580 -0.067 0.387 -0.261
H 18.248591 6.576692 -12.125192 0.035 0.353 0.039
H 19.055529 7.288851 -13.591206 -0.438 0.363 0.070
H 20.865320 6.711651 -11.196999 -0.299 -0.085 0.235
H 19.923811 8.256970 -11.376740 0.145 0.145 0.226
H 23.265596 8.072318 -13.104776 0.096 0.363 0.196
H 22.636714 8.249169 -11.404814 0.245 -0.269 -0.006
H 22.168588 9.467205 -12.583172 1.010 0.405 -0.022
C 7.095534 -4.993263 -26.628423 -1.412 0.834 0.100
O 8.138829 -4.047699 -26.696726 1.712 -0.610 1.301
C 9.321834 -4.370910 -25.915083 0.606 -0.796 -1.523
C 10.325086 -5.257032 -26.739034 -0.503 -1.073 0.607
N 10.045696 -6.696067 -26.497483 0.121 -0.997 0.364
C 11.142992 -7.581947 -26.880306 1.815 -0.039 -0.084
C 11.130590 -9.049734 -26.433338 -0.446 -0.316 1.183
O 11.853955 -9.310997 -25.212853 -1.012 0.177 1.028
C 11.303749 -10.312084 -24.302550 1.216 0.285 -0.486
H 6.512258 -4.716834 -27.506765 -0.203 -0.701 -0.082
H 6.433701 -4.824960 -25.778854 -0.048 0.579 0.387
H 7.237451 -6.067222 -26.507666 1.123 -0.060 -0.720
H 9.121873 -4.934253 -25.003623 -0.467 -0.100 -0.043
H 9.872713 -3.490003 -25.585478 -0.533 0.491 -0.434
H 11.346489 -5.078402 -26.402969 -0.002 0.125 0.151
H 10.320719 -5.164365 -27.825090 -0.204 1.060 -0.073
H 9.359828 -7.004635 -27.171626 -0.801 0.433 0.243
H 12.102278 -7.198947 -26.532195 0.018 0.314 0.279
H 11.260215 -7.568878 -27.963898 0.006 -0.204 -0.426
H 11.627317 -9.743413 -27.111692 -0.467 0.376 -0.820
H 10.083872 -9.304299 -26.267016 -0.166 -0.418 -0.222
H 11.210569 -9.941313 -23.281792 -0.252 0.582 -0.178
H 12.067454 -11.084382 -24.210823 -0.040 -0.272 -0.214
H 10.371090 -10.790291 -24.601834 -0.062 0.331 -0.340
```
Positions in Å, forces in eV/Å.

LUMO level: 0.01291 Ha
orbital gap: 0.3314 Ha
HOMO: -0.3185 Ha